Computed, not measured: one molecule with the formula C5H10O2, with ωB97M-V/def2-TZVPD.

frontier orbital gap: 11.065 eV
DFT total energy: -9441.8676 eV
LUMO: 1.0 eV

Structure (ORCA input):
```
! RIJCOSX wB97M-V def2-TZVPD def2/J DEFGRID3
* xyz 0 1
C -2.40 -0.46 -0.32
C -1.15 0.31 -0.72
C 0.12 -0.20 -0.05
O 0.50 -1.39 -0.71
C 1.25 0.82 -0.10
C 2.52 0.32 0.53
O 2.62 -0.75 1.09
H -3.28 -0.10 -0.87
H -2.28 -1.53 -0.53
H -2.60 -0.34 0.75
H -0.99 0.25 -1.81
H -1.28 1.38 -0.48
H -0.10 -0.42 1.01
H 1.26 -1.73 -0.21
H 0.96 1.76 0.41
H 1.46 1.10 -1.15
H 3.40 0.99 0.47
*
```

***

Computed, not measured: one molecule with the formula C5H10O2, with ωB97M-V/def2-TZVPD.

frontier orbital gap: 10.453 eV
DFT total energy: -9441.1363 eV
LUMO: 0.8 eV

Structure (ORCA input):
```
! RIJCOSX wB97M-V def2-TZVPD def2/J DEFGRID3
* xyz 0 1
C 1.80 0.19 -0.80
C 0.86 -0.70 -0.02
O 1.17 -1.81 0.37
C -0.56 -0.15 0.47
C -0.82 1.27 1.03
C -1.11 -0.48 -0.92
O -0.98 -1.05 1.45
H 1.45 0.60 -1.76
H 2.76 -0.30 -0.95
H 1.94 1.03 -0.11
H -0.11 1.55 1.82
H -1.81 1.27 1.50
H -0.84 2.07 0.28
H -2.03 -1.05 -0.90
H -0.26 -1.14 -1.36
H -1.17 0.41 -1.56
H -0.25 -1.70 1.46
*
```

***

Largest force on an atom, record by record: 0.5; 2.4 eV/A